A cluster of 2 separate species, C9H22N5O3 in total in a non-equilibrium geometry, computed with wB97M-V/def2-TZVPD.

Positions of all 39 atoms, in Å:
C -3.61528 -1.39243 0.53184
H 0.06139 4.39287 0.48128
H 0.87743 -2.33511 -1.81562
N 0.48058 1.05693 2.50052
C 2.92760 -2.59111 -1.11306
N -3.63419 -0.05664 1.01363
C 0.74349 1.23790 1.28204
H -2.05438 3.89452 -0.07999
C -1.50710 2.99189 0.15272
H 1.76506 2.93195 0.77145
H 2.74875 -3.64924 -0.79766
H -3.47293 2.46121 0.93178
H -0.46965 3.60026 1.92863
H 4.55153 -1.60137 -2.19266
H 5.09504 -2.80414 -1.01116
H -1.25972 2.50574 -0.77897
O -2.41915 -2.04551 0.57833
H 1.78999 -0.35274 0.71887
N -1.78872 -2.09155 -0.68748
H -2.13851 0.53204 -0.33808
H -1.56546 0.21830 1.29744
N 0.85942 2.51209 0.63178
H 1.07230 0.51713 -0.48426
H -2.16659 2.29212 2.04557
H -3.73886 -0.12088 2.02209
H 1.94447 -3.05442 -3.03283
C 1.89154 -2.30691 -2.22429
C -2.44760 2.12711 1.01536
O -4.58546 -1.92894 0.17662
H -1.10383 -1.34150 -0.70094
O 2.84781 -1.63809 -0.15572
C 4.33003 -2.57882 -1.75692
H 2.05649 -1.32244 -2.67125
H -1.24279 -2.94134 -0.67776
N 0.94239 0.17497 0.45384
H 0.40822 1.96485 2.95983
C -2.36066 0.64411 0.70876
C -0.23848 3.42858 0.87518
H 4.41584 -3.33142 -2.55892

HOMO energy = -0.1177 hartree
HOMO-LUMO gap = 6.146 eV
M = 248.3 g mol⁻¹
LUMO = 2.94 eV
total charge = -1
calculated total energy = -23281.0070 eV

A cluster of 2 separate species, C9H22OP in total in a non-equilibrium geometry, computed with wB97M-V/def2-TZVPD.

Positions of all 33 atoms, in Å:
H -2.07898 -1.06820 -0.59658
C 0.90667 1.57813 1.69754
H -1.41818 -0.06866 -1.81928
C -1.46610 0.86019 0.19221
H 0.03293 1.60537 2.29148
H 2.06229 -2.95784 1.49664
C 0.07340 -1.04412 2.76124
C -2.04185 -0.01992 -0.83616
H 2.35330 -1.89499 0.12767
H 1.04403 2.52734 1.15408
H 2.77424 -1.31905 1.67024
P 0.40374 0.36711 0.42295
H 0.71480 0.93689 -4.28682
H 0.90296 -0.49569 3.32071
H -1.95198 0.56412 1.14472
C 0.21891 -0.07631 -4.06093
H -0.79637 -0.10627 -3.79174
H -0.82085 -0.47427 2.74281
H 1.72463 1.35002 2.32476
H -1.62252 3.12661 0.63083
H -0.65023 2.69063 -0.72268
O 0.82926 -0.62664 -2.86916
C 2.04932 -1.87513 1.08449
C 0.61941 -1.23013 1.24145
H 0.13551 -2.04447 3.27680
C -1.44888 2.35989 -0.17627
H 0.36679 -0.64573 -4.89594
C 1.64783 0.08429 -2.15598
H 1.58475 1.17678 -2.24200
H -3.08713 0.28375 -1.17343
H -2.31154 2.69908 -0.83618
H 2.52755 -0.27823 -1.64650
H 0.02084 -1.95154 0.71071

HOMO energy (alpha / beta) = -0.4531 / -0.4531 hartree
HOMO-LUMO gap (alpha / beta) = 7.828 / 7.828 eV
M = 177.2 g mol⁻¹
LUMO (alpha / beta) = -4.50 / -4.50 eV
total charge = +1
calculated total energy = -21016.1316 eV

A structure of composition C9H23BeO4Sb in a non-equilibrium geometry, computed with wB97M-V/def2-TZVPD.

Positions of all 38 atoms, in Å:
H 4.04477 7.78679 11.78973
H 8.00293 7.39385 4.75893
H 5.12049 6.31659 12.04098
H 3.32290 7.57981 5.83768
H 6.97033 6.63016 11.75392
H 5.28282 3.29801 9.95249
H 3.96172 4.37820 4.28611
H 3.98299 3.60942 8.68875
C 4.31738 7.58400 6.19980
H 5.52946 4.24073 3.47715
H 7.75991 7.78438 9.11787
C 3.96094 6.24350 10.36005
H 3.67993 3.85932 10.43855
O 6.19163 5.34727 7.29120
H 4.24921 7.45239 7.29624
H 8.51503 4.41015 8.02584
H 3.37972 6.82041 9.60459
H 4.48092 5.67728 3.24454
C 4.78751 4.95218 3.93934
C 4.42711 3.94687 9.63291
C 6.95656 7.41188 10.97540
C 7.83795 6.90580 9.80325
H 7.48030 8.30926 11.38234
H 8.36791 5.69098 4.95337
O 7.61460 5.73245 9.18467
H 3.23061 5.70266 10.94852
H 4.74987 8.57763 6.09592
C 7.80713 6.51900 5.39064
O 4.79145 5.31074 9.77399
H 8.08337 6.71909 6.41299
Be 6.05828 5.60199 8.63792
O 5.68152 7.75181 10.54877
Sb 5.70090 6.02190 5.46564
H 8.42498 3.84172 9.75692
C 4.73720 7.06930 11.30481
H 9.57203 5.09773 9.27834
C 8.61520 4.66618 9.05742
H 8.89866 6.95195 10.10653

energy above the lowest of the compared OMol25 structures with the same formula, charge and spin = 0.8111 eV
HOMO energy (alpha / beta) = -0.0776 / -0.1646 hartree
HOMO-LUMO gap (alpha / beta) = 2.440 / 4.688 eV
M = 326.1 g mol⁻¹
LUMO (alpha / beta) = 0.33 / 0.21 eV
total charge = 0
calculated total energy = -24827.4313 eV

A structure of composition C9H23F2N4O6PS3 in a non-equilibrium geometry, computed with wB97M-V/def2-TZVPD.

Positions of all 48 atoms, in Å:
H -0.29517 1.45029 -0.23727
C -3.51464 -2.74674 1.18533
H -1.98553 2.19406 0.00247
H -4.19175 -2.06952 0.67198
H -3.10923 1.26656 1.03048
C 4.85650 -2.49627 0.30943
S -0.13226 4.48325 -3.76706
N -0.21550 3.01289 -3.13387
C 3.95135 -1.30531 -0.01180
O -0.62679 4.58054 -5.09601
H 0.85912 1.90319 1.03033
H 4.49626 -0.36772 0.10356
F -2.16503 3.47756 -1.64430
O -2.06354 -2.24873 -0.71210
C -0.08219 -0.97172 -0.27455
C -1.62026 -0.92740 -0.40201
H -2.67979 2.90265 1.49892
H 0.21385 -2.01396 -0.14590
H 0.55495 -2.19738 2.24813
H 0.37226 -0.61054 -1.19612
N 1.95963 -0.08307 0.68819
C -2.27562 -3.04103 0.38260
H 3.04739 -1.35813 1.94669
H 4.26489 -3.41256 0.36528
H 3.59729 -1.40677 -1.04191
O -1.42374 1.24644 -1.96313
C -0.00548 1.28238 0.80215
H -2.11918 -0.53273 0.48572
H -1.24774 -0.94917 2.46915
H -1.89847 -0.29069 -1.23934
H -3.21902 -2.30104 2.13774
O -1.51440 -3.92447 0.64390
N 0.53130 -0.16846 0.84922
C -2.30547 2.00420 1.01352
C 2.72968 -1.31097 0.90336
H 2.15659 -2.21663 0.67625
H 5.32456 -2.36003 1.28538
H 2.13321 0.30869 -0.23252
H 5.62479 -2.62836 -0.44799
S 1.00343 -0.03922 3.96805
H -0.80185 2.06646 2.46943
S -1.61479 2.44838 -2.74227
P 0.13865 -0.88297 2.48085
H -3.99911 -3.69191 1.41782
N -1.10071 1.47816 1.70333
F 1.44088 4.49681 -3.90806
O -2.62484 2.43280 -3.74088
O -0.42451 5.51817 -2.83218

HOMO energy = -0.3501 hartree
HOMO-LUMO gap = 9.207 eV
M = 448.5 g mol⁻¹
LUMO = -0.32 eV
total charge = 0
calculated total energy = -75177.9369 eV

The molecule C9H23N2PS in a non-equilibrium geometry, computed with wB97M-V/def2-TZVPD.

Positions of all 36 atoms, in Å:
H -4.33199 0.86355 -0.58816
H -1.33194 -3.36290 -0.05686
H 3.64420 -1.24343 1.88023
H 3.34616 1.19458 -1.74654
P 0.18540 -1.62039 -0.32833
H -2.46475 1.77612 1.63162
H -0.99429 0.57928 0.67167
H 1.50281 1.44060 0.70653
H 0.17361 -3.83829 0.67292
H 1.06057 -0.97214 1.54392
H 1.16584 0.76716 -0.92200
C 2.53602 -0.37178 0.29072
H -1.30255 1.40513 -1.76371
C 3.60367 -0.27184 1.40331
N -1.40908 -0.26824 0.32908
N 1.41593 -1.21566 0.69742
H -2.82575 0.94304 -2.57928
H 4.68773 -0.26601 1.11481
C 1.97882 0.94216 -0.20416
H -4.11128 1.54914 2.10984
H 2.46997 2.70976 -1.39145
C -3.34812 1.06750 1.41886
H 3.73029 2.30535 -0.21385
H -3.13575 2.01396 -0.41219
C 3.00017 1.86022 -0.86609
C -2.42178 0.02200 -0.63972
H 2.90198 -0.85900 -0.52045
H -2.76841 -1.07096 -0.72192
C -0.55793 -3.07654 0.49450
H -3.27074 0.12510 2.02190
C -2.00366 0.58900 -1.93639
H -1.00019 -2.96201 1.44798
H 3.37533 0.67375 1.87565
C -3.37076 1.04340 -0.09769
S 0.66553 -1.93169 -2.17161
H -1.54959 -0.24037 -2.56829

energy above the lowest of the compared OMol25 structures with the same formula, charge and spin = 0.3776 eV
HOMO energy = -0.3055 hartree
HOMO-LUMO gap = 9.008 eV
M = 222.3 g mol⁻¹
LUMO = 0.70 eV
total charge = 0
calculated total energy = -32808.4884 eV

> What is the total charge in the fourth record?

0